Record 1
{"formula": "C2H5OS", "method": "the ωB97M-V functional and the def2-TZVPD basis", "elements": ["C", "C", "O", "H", "H", "H", "H", "S", "H"], "xyz": [[-1.307, 0.186, -0.034], [-0.255, -0.162, 0.751], [-0.414, -0.518, 2.062], [-1.077, 0.433, -1.095], [-2.327, 0.348, 0.322], [0.715, -0.330, 0.322], [0.461, -0.792, 2.450], [1.603, 0.233, -1.991], [2.602, 0.603, -2.788]], "nbo_charge": [-0.5498, 0.1270, -0.7106, 0.2474, 0.1784, 0.2184, 0.4729, -1.0737, 0.0899], "relative_energy_kj_mol": 80.5, "homo_lumo_gap_ev": 6.142, "e_tot_ev": -15037.73812, "total_charge": -1}

---

Record 2
{"formula": "C2H5OS", "method": "the ωB97M-V functional and the def2-TZVPD basis", "elements": ["S", "H", "O", "C", "C", "H", "H", "H", "H"], "xyz": [[2.219, 0.139, -0.203], [1.498, -0.342, 0.820], [-2.424, -0.676, -0.583], [-1.386, -0.106, -0.297], [-0.950, 0.451, 1.019], [-0.578, -0.251, -1.042], [-0.211, -0.105, 1.562], [-1.873, 0.569, 1.599], [-0.486, 1.405, 0.742]], "nbo_charge": [-1.0338, 0.0570, -0.5818, 0.4363, -0.7325, 0.1480, 0.2559, 0.1961, 0.2546], "relative_energy_kj_mol": 35.1, "homo_lumo_gap_ev": 6.785, "e_tot_ev": -15038.20903, "total_charge": -1}